No. 1
C26H83O33P7 | the ωB97M-V functional and the def2-TZVPD basis

Lowest unoccupied orbital energy   0.01256 Eh
SMILES   COP(=O)(OC)OC.COP(=O)(OC)OC.COP(=O)(OC)OC.COP(=O)(OC)OC.COP(=O)(OC)OC.COP(=O)(OC)OC.COP(=O)(OC)OC.CO.CO.CO.CO.CO
Kohn-Sham gap   0.382 hartree
Energy   -5913.414590 Eh

Each line ends with the Mulliken charge.
Geometry (Å):
1 C -5.12 1.67 -0.28  -0.371
2 O -4.60 0.76 -1.27  -0.028
3 P -5.35 -0.57 -1.61  0.979
4 O -4.53 -1.46 -2.45  -0.718
5 O -5.76 -1.18 -0.21  -0.555
6 C -4.75 -1.71 0.66  -0.464
7 O -6.74 -0.12 -2.19  -0.395
8 C -7.60 -1.11 -2.79  -0.653
9 H -5.28 2.63 -0.75  0.283
10 H -4.34 1.82 0.47  -0.109
11 H -6.03 1.29 0.18  0.485
12 H -5.03 -2.71 0.97  0.371
13 H -4.70 -1.06 1.53  0.317
14 H -3.78 -1.78 0.17  0.009
15 H -7.11 -2.08 -2.87  0.201
16 H -7.85 -0.79 -3.80  0.283
17 H -8.50 -1.21 -2.19  0.273
18 C 5.61 0.17 4.58  -0.863
19 O 4.87 1.20 3.93  -0.019
20 P 5.55 2.34 3.05  0.630
21 O 6.98 2.53 3.26  -0.802
22 O 5.06 2.02 1.58  -0.075
23 C 5.47 0.78 1.00  -0.299
24 O 4.67 3.59 3.43  -0.437
25 C 3.25 3.46 3.44  0.004
26 H 5.26 -0.79 4.18  0.234
27 H 5.34 0.19 5.63  0.390
28 H 6.69 0.26 4.50  0.428
29 H 5.99 0.11 1.68  0.286
30 H 6.17 0.98 0.18  0.294
31 H 4.61 0.33 0.50  -0.070
32 H 2.95 2.42 3.27  -0.072
33 H 2.80 4.13 2.71  0.217
34 H 2.86 3.70 4.43  0.142
35 C 1.95 -0.09 -4.74  -0.421
36 O 1.65 0.77 -5.87  -0.381
37 P 2.21 2.23 -5.81  0.980
38 O 3.58 2.41 -5.33  -0.707
39 O 1.94 2.72 -7.29  -0.357
40 C 2.38 4.01 -7.70  -0.716
41 O 1.15 3.05 -4.95  -0.070
42 C -0.26 2.95 -5.25  -0.347
43 H 2.42 0.46 -3.92  0.420
44 H 2.53 -0.91 -5.13  0.172
45 H 1.00 -0.44 -4.35  0.027
46 H 3.23 3.92 -8.38  0.278
47 H 2.66 4.66 -6.87  0.311
48 H 1.58 4.51 -8.24  0.268
49 H -0.77 2.31 -4.54  -0.156
50 H -0.43 2.67 -6.29  0.360
51 H -0.63 3.96 -5.06  0.356
52 C 1.70 1.49 0.81  -0.315
53 O 0.82 0.67 0.03  0.107
54 P -0.64 0.26 0.43  -0.040
55 O -0.82 -0.19 1.81  -0.773
56 O -1.00 -0.90 -0.56  0.902
57 C -0.81 -0.77 -1.98  -0.193
58 O -1.60 1.42 -0.06  0.096
59 C -1.37 2.78 0.34  0.515
60 H 2.04 2.32 0.20  -0.103
61 H 2.53 0.86 1.13  -0.045
62 H 1.20 1.94 1.67  0.168
63 H -1.76 -0.99 -2.45  -0.156
64 H -0.08 -1.51 -2.31  0.160
65 H -0.50 0.24 -2.25  0.212
66 H -2.34 3.20 0.59  -0.638
67 H -0.93 3.34 -0.48  0.053
68 H -0.68 2.85 1.18  -0.070
69 C 4.79 -2.87 6.55  -0.707
70 O 3.54 -2.67 5.91  -0.221
71 P 2.49 -1.63 6.49  1.219
72 O 3.02 -0.29 6.74  -0.752
73 O 1.90 -2.33 7.78  -0.386
74 C 1.53 -3.71 7.73  -0.694
75 O 1.29 -1.70 5.48  -0.321
76 C 1.48 -1.30 4.12  0.075
77 H 5.58 -2.30 6.04  0.188
78 H 5.08 -3.92 6.47  0.282
79 H 4.77 -2.58 7.60  0.374
80 H 1.96 -4.23 6.87  0.307
81 H 0.45 -3.85 7.76  0.279
82 H 1.98 -4.21 8.59  0.261
83 H 1.40 -2.16 3.45  0.093
84 H 2.48 -0.90 3.92  -0.050
85 H 0.68 -0.63 3.82  0.065
86 C -2.02 -4.95 -2.79  -0.377
87 O -2.69 -5.91 -1.98  -0.396
88 P -3.13 -5.58 -0.50  0.200
89 O -3.46 -6.74 0.31  -0.774
90 O -1.94 -4.69 0.06  0.223
91 C -1.97 -4.26 1.41  -0.601
92 O -4.29 -4.51 -0.69  0.391
93 C -5.58 -4.92 -1.10  -0.906
94 H -2.46 -4.98 -3.79  0.320
95 H -1.00 -5.27 -2.97  0.277
96 H -2.06 -3.94 -2.39  0.064
97 H -0.95 -4.20 1.78  0.184
98 H -2.51 -4.96 2.04  0.473
99 H -2.39 -3.25 1.54  0.084
100 H -6.31 -4.66 -0.34  0.287
101 H -5.64 -5.98 -1.37  0.423
102 H -5.87 -4.36 -2.00  0.197
103 C 2.37 -3.70 -3.61  -0.888
104 O 2.41 -2.42 -2.98  0.268
105 P 3.53 -2.18 -1.86  0.771
106 O 3.59 -0.77 -1.49  -0.305
107 O 3.22 -3.19 -0.69  -0.516
108 C 2.06 -2.91 0.10  -0.089
109 O 4.84 -2.81 -2.47  -0.419
110 C 5.50 -2.10 -3.52  -0.740
111 H 3.11 -3.81 -4.41  0.243
112 H 1.38 -3.81 -4.05  0.221
113 H 2.50 -4.51 -2.89  0.387
114 H 1.28 -3.66 -0.08  0.224
115 H 1.61 -1.94 -0.12  -0.162
116 H 2.28 -2.99 1.16  0.174
117 H 5.05 -1.14 -3.75  0.294
118 H 5.49 -2.70 -4.43  0.296
119 H 6.54 -1.92 -3.24  0.280
120 C -3.19 0.76 -4.35  0.082
121 O -2.82 -0.54 -4.72  -0.586
122 H -4.16 0.81 -3.85  -0.062
123 H -2.49 1.22 -3.63  -0.206
124 H -3.23 1.36 -5.25  0.419
125 H -3.20 -1.16 -4.08  0.350
126 C 2.66 4.10 -1.91  0.210
127 O 1.45 4.61 -1.35  -0.445
128 H 3.47 4.84 -1.88  0.317
129 H 3.04 3.27 -1.32  -0.115
130 H 2.47 3.72 -2.91  -0.158
131 H 1.13 5.27 -1.97  0.270
132 C -5.08 5.23 0.77  -0.366
133 O -6.11 4.29 1.01  -0.475
134 H -4.10 4.76 0.68  -0.034
135 H -5.30 5.75 -0.16  0.259
136 H -4.99 5.96 1.58  0.343
137 H -5.95 3.90 1.88  0.296
138 C -3.14 1.01 3.45  0.246
139 O -4.48 1.20 3.92  -0.566
140 H -2.79 1.89 2.92  -0.140
141 H -2.46 0.71 4.25  0.322
142 H -3.15 0.21 2.70  -0.179
143 H -4.80 0.35 4.22  0.308
144 C 0.38 5.58 3.72  -0.749
145 O -0.09 4.35 3.19  -0.338
146 H 0.39 6.35 2.95  0.256
147 H -0.36 5.93 4.46  0.304
148 H 1.32 5.51 4.27  0.274
149 H -0.28 3.76 3.92  0.250

---

No. 2
C35H95MnN8O9 | the ωB97M-V functional and the def2-TZVPD basis

2S+1   6
Lowest unoccupied orbital energy (alpha / beta)   -0.16017 / -0.16312 Eh
Kohn-Sham gap (alpha / beta)   0.211 / 0.208 hartree
Energy relative to the best compared isomer or geometry (same formula, charge and spin)   169.6 kJ/mol
Expectation value of S²   8.76
Net charge   +1
Energy   -3656.340612 Eh

Each line ends with the Mulliken charge.
Geometry (Å):
1 Mn 10.45 13.64 -13.64  0.876
2 C 10.74 17.88 -14.51  0.384
3 C 11.14 16.76 -13.61  2.176
4 C 10.79 17.07 -12.16  -0.697
5 O 10.54 15.58 -14.01  -0.460
6 H 11.22 17.87 -15.48  -0.437
7 H 10.89 18.84 -13.98  -0.020
8 H 9.64 17.96 -14.62  -0.322
9 H 12.24 16.68 -13.71  -1.146
10 H 9.71 17.12 -12.04  0.046
11 H 11.19 18.05 -11.88  0.503
12 H 11.25 16.34 -11.49  -0.280
13 C 12.87 14.05 -9.95  -1.465
14 C 11.86 13.42 -10.92  0.359
15 C 10.41 13.73 -10.51  -1.044
16 O 9.52 13.84 -11.64  -0.025
17 C 8.21 14.20 -11.29  -0.883
18 N 12.10 13.86 -12.34  -0.051
19 H 13.89 13.71 -10.08  0.374
20 H 12.53 13.81 -8.94  0.439
21 H 12.81 15.14 -10.03  0.314
22 H 11.94 12.34 -10.90  0.597
23 H 10.28 14.60 -9.86  0.504
24 H 10.11 12.79 -10.05  0.454
25 H 7.67 13.39 -10.80  0.357
26 H 7.58 14.56 -12.09  0.235
27 H 8.26 15.05 -10.59  0.362
28 H 13.02 13.48 -12.68  0.484
29 H 12.28 14.87 -12.31  -0.366
30 C 8.81 24.29 -13.80  -1.618
31 C 9.04 22.94 -14.38  0.499
32 C 9.65 23.07 -15.77  0.116
33 O 8.90 23.93 -16.60  -0.429
34 C 9.62 24.35 -17.70  -0.594
35 N 9.85 22.09 -13.51  -0.170
36 H 8.42 24.28 -12.79  0.327
37 H 8.16 24.92 -14.40  0.451
38 H 9.74 24.89 -13.70  0.311
39 H 8.04 22.53 -14.55  0.328
40 H 9.75 22.06 -16.22  -0.257
41 H 10.67 23.50 -15.65  0.373
42 H 10.53 24.87 -17.39  0.334
43 H 8.99 25.02 -18.29  0.300
44 H 9.87 23.52 -18.37  0.148
45 H 10.74 22.56 -13.30  0.103
46 H 10.08 21.24 -14.02  -0.209
47 C 10.44 17.99 -21.56  -1.331
48 C 9.48 19.17 -21.60  0.476
49 C 9.53 20.05 -20.35  -0.671
50 O 9.39 19.30 -19.18  -0.333
51 C 9.49 20.10 -18.03  -0.959
52 N 9.80 19.95 -22.79  -0.741
53 H 11.45 18.39 -21.37  0.193
54 H 10.41 17.42 -22.48  0.439
55 H 10.21 17.26 -20.79  0.278
56 H 8.44 18.84 -21.70  0.370
57 H 8.64 20.70 -20.41  0.306
58 H 10.42 20.70 -20.37  0.309
59 H 8.75 20.91 -18.11  0.559
60 H 10.49 20.55 -17.98  0.371
61 H 9.34 19.46 -17.17  0.212
62 H 9.04 20.59 -23.02  0.299
63 H 10.56 20.61 -22.59  0.274
64 C 3.38 17.30 -10.51  -1.452
65 C 3.89 17.60 -11.90  0.748
66 C 5.11 16.81 -12.26  -0.597
67 O 5.78 17.54 -13.26  -0.374
68 C 6.85 16.82 -13.73  -0.116
69 N 2.86 17.41 -12.91  -0.760
70 H 3.07 16.25 -10.48  0.351
71 H 2.53 17.91 -10.22  0.393
72 H 4.21 17.42 -9.81  0.333
73 H 4.29 18.63 -11.86  0.208
74 H 4.81 15.81 -12.60  0.361
75 H 5.79 16.73 -11.40  0.137
76 H 7.46 17.43 -14.38  0.107
77 H 6.48 16.00 -14.36  0.395
78 H 7.41 16.41 -12.89  -0.341
79 H 3.18 17.75 -13.82  0.249
80 H 2.04 17.99 -12.73  0.268
81 C 13.37 21.69 -15.13  -0.837
82 C 13.42 21.94 -13.62  0.657
83 C 14.82 21.80 -13.02  -0.577
84 O 15.59 22.91 -13.43  -0.349
85 C 16.86 22.95 -12.80  -0.759
86 N 12.83 23.25 -13.23  -0.588
87 H 14.00 22.40 -15.68  0.369
88 H 12.32 21.74 -15.43  0.033
89 H 13.78 20.71 -15.37  -0.026
90 H 12.86 21.15 -13.09  0.128
91 H 15.33 20.91 -13.45  -0.037
92 H 14.82 21.70 -11.93  0.569
93 H 17.43 22.04 -13.03  0.263
94 H 16.80 23.12 -11.72  0.313
95 H 17.42 23.80 -13.20  0.264
96 H 13.55 23.96 -13.38  0.293
97 H 12.65 23.24 -12.23  0.223
98 C 12.11 17.49 -18.46  -0.824
99 C 13.06 16.46 -17.90  0.199
100 C 14.22 17.17 -17.24  0.078
101 O 14.85 17.99 -18.18  -0.391
102 C 15.95 18.66 -17.64  -0.499
103 N 12.45 15.52 -17.00  -0.587
104 H 12.66 18.09 -19.20  0.453
105 H 11.82 18.27 -17.75  -0.075
106 H 11.27 17.07 -19.00  0.196
107 H 13.55 15.98 -18.76  0.353
108 H 14.91 16.48 -16.73  0.285
109 H 13.83 17.85 -16.44  -0.274
110 H 15.67 19.38 -16.84  0.066
111 H 16.39 19.27 -18.43  0.303
112 H 16.67 17.95 -17.22  0.279
113 H 11.65 15.08 -17.47  0.359
114 H 11.99 15.95 -16.19  -0.006
115 C 8.32 20.59 -10.02  -1.555
116 C 8.05 22.11 -10.00  0.710
117 C 7.78 22.65 -8.63  -0.681
118 O 6.57 22.11 -8.18  -0.253
119 C 6.18 22.50 -6.89  -0.746
120 N 9.19 22.78 -10.66  -0.643
121 H 8.55 20.26 -11.03  0.323
122 H 7.47 20.03 -9.64  0.432
123 H 9.17 20.41 -9.34  0.276
124 H 7.14 22.16 -10.64  0.178
125 H 7.62 23.74 -8.64  0.374
126 H 8.66 22.45 -7.99  0.357
127 H 5.29 21.96 -6.60  0.234
128 H 5.96 23.58 -6.83  0.280
129 H 6.99 22.28 -6.19  0.313
130 H 9.12 23.79 -10.68  0.353
131 H 9.23 22.42 -11.63  0.168
132 C 16.84 14.00 -12.71  -1.529
133 C 15.33 14.22 -12.98  0.469
134 C 15.13 15.49 -13.74  0.118
135 O 15.73 16.50 -13.02  -0.427
136 C 15.79 17.68 -13.75  -0.459
137 N 14.73 13.03 -13.71  -0.598
138 H 17.01 13.00 -12.30  0.488
139 H 17.18 14.76 -12.01  0.373
140 H 17.45 14.07 -13.61  0.303
141 H 14.83 14.28 -12.01  -0.409
142 H 14.07 15.72 -13.93  -0.019
143 H 15.63 15.40 -14.71  0.243
144 H 16.38 17.51 -14.66  0.298
145 H 16.28 18.48 -13.20  0.293
146 H 14.80 18.08 -14.03  0.107
147 H 15.31 12.26 -13.36  0.245
148 H 14.99 13.10 -14.70  0.290

---

No. 3
C33H57Br3FN2O16S | the ωB97M-V functional and the def2-TZVPD basis

Lowest unoccupied orbital energy   0.11526 Eh
Kohn-Sham gap   0.032 hartree
Net charge   -3
Energy   -10824.494241 Eh

Each line ends with the Mulliken charge.
Geometry (Å):
1 C 1.34 -1.93 -2.23  -1.507
2 C 0.85 -0.47 -2.24  0.265
3 C -0.02 -0.20 -0.93  -0.732
4 O -0.74 1.04 -1.05  -0.281
5 C -1.76 1.32 -0.04  -0.774
6 N 2.10 0.50 -2.34  -0.332
7 H 2.50 0.73 -1.44  0.294
8 H 2.89 0.34 -2.94  0.360
9 H 1.75 1.42 -2.60  0.373
10 H 2.07 -2.11 -3.02  0.427
11 H 0.61 -2.73 -2.33  0.378
12 H 1.73 -2.21 -1.25  0.411
13 H 0.23 -0.13 -3.07  0.361
14 H 0.72 -0.09 -0.13  0.431
15 H -0.72 -1.01 -0.74  0.411
16 H -2.20 2.31 -0.17  0.307
17 H -1.40 1.25 0.98  0.315
18 H -2.46 0.48 -0.03  0.254
19 C 7.50 -2.49 -2.96  -0.386
20 O 7.92 -1.23 -3.41  -0.815
21 H 6.76 -2.74 -3.72  0.079
22 H 8.26 -3.27 -3.03  0.169
23 H 7.07 -2.52 -1.96  0.079
24 C 7.25 1.79 3.86  -1.881
25 C 5.84 1.17 3.55  1.586
26 C 5.13 0.83 4.88  -1.286
27 C 4.48 1.97 5.64  -0.633
28 C 3.55 2.75 4.70  -1.268
29 C 4.23 3.26 3.34  1.512
30 N 4.94 2.10 2.74  0.301
31 O 5.27 2.16 1.22  -0.777
32 C 5.13 4.49 3.47  -1.818
33 C 3.05 3.83 2.48  -1.821
34 C 5.97 -0.17 2.83  -1.840
35 H 7.14 2.42 4.74  0.364
36 H 7.68 2.31 3.02  0.355
37 H 7.97 0.98 3.99  0.481
38 H 5.94 0.64 5.58  0.357
39 H 4.60 -0.12 4.90  0.449
40 H 5.18 2.75 5.97  0.258
41 H 3.85 1.55 6.43  0.377
42 H 3.02 3.62 5.07  0.403
43 H 2.72 2.06 4.53  0.390
44 H 5.62 4.74 2.54  0.321
45 H 5.78 4.36 4.33  0.366
46 H 4.62 5.38 3.85  0.501
47 H 2.72 4.81 2.82  0.383
48 H 2.21 3.13 2.45  0.330
49 H 3.37 3.83 1.44  0.412
50 H 6.41 -0.81 3.60  0.499
51 H 6.76 -0.07 2.08  0.375
52 H 5.06 -0.63 2.46  0.320
53 S 5.73 3.77 -5.56  1.162
54 O 6.39 3.78 -4.24  -0.648
55 O 6.02 5.17 -5.94  -0.733
56 O 6.42 2.79 -6.44  -0.729
57 O 4.29 3.49 -5.59  -0.727
58 C 0.52 -8.26 1.09  -1.460
59 C 1.42 -7.18 1.63  0.310
60 C 2.28 -7.71 2.83  -0.372
61 O 3.56 -7.41 2.40  -0.341
62 C 3.57 -6.97 1.10  0.695
63 O 4.54 -6.74 0.35  -0.563
64 O 2.35 -6.98 0.65  -0.321
65 H -0.29 -8.46 1.79  0.394
66 H 1.04 -9.20 0.93  0.363
67 H 0.09 -7.82 0.18  0.343
68 H 0.81 -6.29 1.79  0.356
69 H 2.22 -8.80 2.90  0.275
70 H 1.90 -7.19 3.71  0.314
71 C -10.85 3.68 -0.32  -1.781
72 C -10.05 4.68 -1.10  0.462
73 C -10.36 6.14 -0.79  -0.515
74 O -9.07 6.66 -0.57  -0.226
75 C -8.12 5.68 -0.57  0.286
76 O -6.89 5.88 -0.45  -0.505
77 O -8.69 4.51 -0.80  -0.094
78 H -10.51 3.52 0.70  0.440
79 H -10.56 2.75 -0.82  0.421
80 H -11.91 3.86 -0.45  0.453
81 H -10.40 4.52 -2.12  0.208
82 H -11.03 6.25 0.06  0.284
83 H -10.82 6.55 -1.68  0.373
84 C -7.42 -1.62 3.12  -1.773
85 C -6.03 -1.50 3.72  0.421
86 C -5.72 -2.27 4.95  -0.465
87 O -4.36 -2.82 4.69  -0.285
88 C -4.05 -2.62 3.34  0.389
89 O -3.08 -3.15 2.80  -0.470
90 O -5.09 -1.93 2.76  -0.158
91 H -7.64 -2.60 2.70  0.364
92 H -7.48 -0.96 2.25  0.483
93 H -8.09 -1.44 3.96  0.443
94 H -5.87 -0.45 3.96  0.253
95 H -6.47 -3.02 5.18  0.283
96 H -5.63 -1.54 5.75  0.348
97 F -2.84 -3.21 -5.49  -0.312
98 C -3.47 -1.97 -5.23  0.367
99 C -3.64 -0.95 -6.21  -0.443
100 C -4.32 0.25 -5.86  -0.335
101 C -4.80 0.38 -4.61  -0.564
102 C -4.57 -0.60 -3.58  -0.565
103 C -3.92 -1.81 -3.93  -0.419
104 H -3.32 -1.17 -7.22  0.432
105 H -4.52 1.02 -6.59  0.405
106 H -5.30 1.28 -4.28  0.403
107 H -4.97 -0.55 -2.57  0.536
108 H -3.79 -2.59 -3.19  0.458
109 C 2.54 0.04 -8.57  -0.310
110 Br 2.72 -1.74 -7.71  -0.037
111 Br 0.95 1.03 -7.88  -0.021
112 Br 2.63 -0.09 -10.52  -0.067
113 H 3.46 0.55 -8.28  0.415

---

No. 4
C3H11NOS | the ωB97M-V functional and the def2-TZVPD basis

Lowest unoccupied orbital energy   0.03281 Eh
SMILES   CNCCS.O
Kohn-Sham gap   0.340 hartree
Energy relative to the best compared isomer or geometry (same formula, charge and spin)   99.3 kJ/mol
Energy   -649.044207 Eh

Each line ends with the Mulliken charge.
Geometry (Å):
1 C -0.19 1.59 0.10  -0.876
2 N 0.35 0.44 0.75  -0.338
3 C 0.79 -0.66 -0.10  -0.589
4 C 2.27 -1.00 -0.07  -0.555
5 S 3.29 0.49 0.06  -0.244
6 H -0.88 1.33 -0.71  0.309
7 H 0.56 2.21 -0.42  0.295
8 H -0.77 2.23 0.74  0.325
9 H 1.08 0.68 1.40  0.257
10 H 0.22 -1.54 0.18  0.264
11 H 0.49 -0.41 -1.12  0.308
12 H 2.49 -1.66 0.76  0.327
13 H 2.44 -1.68 -0.90  0.389
14 H 4.30 -0.06 0.75  0.127
15 O -5.15 -0.51 -0.36  -0.642
16 H -5.35 -1.45 -0.53  0.322
17 H -5.96 0.00 -0.52  0.320